(1)
{"formula": "C34H39N4O2P2RuS3", "method": "ωB97M-V with the def2-TZVPD basis set", "symbols": ["Ru", "S", "P", "C", "P", "S", "C", "C", "C", "C", "C", "C", "C", "C", "C", "C", "C", "C", "C", "C", "C", "C", "C", "C", "C", "C", "C", "C", "C", "C", "H", "H", "H", "H", "H", "H", "H", "H", "H", "H", "H", "H", "H", "H", "H", "H", "H", "H", "H", "H", "C", "C", "N", "O", "C", "C", "N", "O", "H", "H", "H", "H", "H", "H", "H", "C", "C", "N", "C", "S", "N", "C", "C", "H", "H", "H", "H", "H", "H", "H", "H", "H", "H", "H", "H"], "positions_angstrom": [[0.881, -0.329, 1.039], [1.451, 0.270, -1.423], [-0.503, 0.709, -1.145], [-0.902, 0.708, 0.545], [-0.605, 2.156, 1.491], [1.287, 2.287, 2.098], [-1.757, 2.053, 2.887], [-1.547, 2.871, 3.988], [-2.460, 2.862, 5.026], [-3.575, 2.043, 4.960], [-3.775, 1.219, 3.864], [-2.868, 1.223, 2.823], [-1.079, 3.714, 0.685], [-0.105, 4.458, 0.031], [-0.461, 5.615, -0.631], [-1.784, 6.026, -0.650], [-2.753, 5.288, 0.012], [-2.405, 4.130, 0.679], [-1.394, -0.736, -1.806], [-1.950, -1.662, -0.933], [-2.508, -2.826, -1.432], [-2.516, -3.063, -2.797], [-1.979, -2.128, -3.669], [-1.410, -0.968, -3.176], [-1.039, 2.102, -2.177], [-0.148, 2.907, -2.873], [-0.623, 4.010, -3.558], [-1.973, 4.316, -3.538], [-2.862, 3.511, -2.841], [-2.398, 2.406, -2.156], [-0.663, 3.496, 4.023], [-2.301, 3.495, 5.888], [-4.291, 2.047, 5.770], [-4.639, 0.571, 3.820], [-2.998, 0.576, 1.967], [0.924, 4.126, 0.056], [0.296, 6.199, -1.131], [-2.056, 6.925, -1.182], [-3.781, 5.620, 0.009], [-3.149, 3.546, 1.204], [-1.940, -1.470, 0.135], [-2.935, -3.547, -0.750], [-2.947, -3.975, -3.185], [-2.002, -2.310, -4.734], [-0.974, -0.235, -3.844], [0.906, 2.663, -2.873], [0.061, 4.641, -4.105], [-2.332, 5.187, -4.067], [-3.914, 3.756, -2.829], [-3.073, 1.774, -1.593], [4.224, -1.400, 3.632], [2.933, -1.016, 2.976], [2.858, -0.665, 1.675], [3.975, -1.035, 0.877], [1.729, -0.928, 3.681], [1.627, -0.912, 5.171], [0.601, -0.842, 2.941], [-0.541, -0.516, 3.390], [4.925, -1.771, 2.889], [4.057, -2.168, 4.385], [4.663, -0.529, 4.120], [4.086, -0.302, 0.251], [2.032, -1.832, 5.595], [0.575, -0.824, 5.439], [2.174, -0.066, 5.587], [0.866, -5.062, -3.870], [1.181, -5.250, -2.391], [0.730, -4.117, -1.604], [1.408, -3.440, -0.654], [0.553, -3.004, 0.744], [2.701, -3.134, -0.746], [3.558, -3.161, -1.912], [4.694, -4.171, -1.754], [1.149, -5.955, -4.421], [1.404, -4.211, -4.281], [-0.199, -4.888, -4.003], [2.249, -5.394, -2.240], [0.670, -6.150, -2.024], [-0.267, -4.115, -1.426], [3.073, -2.607, 0.041], [3.987, -2.161, -2.035], [2.953, -3.377, -2.792], [5.245, -3.974, -0.838], [5.375, -4.087, -2.597], [4.323, -5.194, -1.713]], "multiplicity": 6, "total_charge": 0, "molar_mass_g_mol": 794.9, "homo_lumo_gap_ev": [5.92, 6.20]}

=====

(2)
{"formula": "C6H12O", "method": "ωB97M-V with the def2-TZVPD basis set", "symbols": ["C", "C", "C", "C", "O", "C", "C", "H", "H", "H", "H", "H", "H", "H", "H", "H", "H", "H", "H"], "positions_angstrom": [[-0.224, 0.803, -1.862], [0.492, -0.460, -1.315], [1.549, -0.207, -0.299], [1.821, -0.999, 0.716], [-0.662, -1.451, 1.380], [-1.481, -0.586, 1.298], [-1.260, 0.883, 1.490], [-0.533, 0.593, -2.879], [-1.141, 1.149, -1.350], [0.408, 1.697, -1.906], [-0.251, -1.247, -1.073], [2.231, 0.589, -0.601], [1.300, -0.886, -1.948], [2.627, -0.782, 1.392], [1.273, -1.916, 0.834], [-2.545, -0.873, 1.273], [-0.228, 1.183, 1.315], [-1.978, 1.476, 0.915], [-1.478, 1.005, 2.559]], "total_charge": 0, "molar_mass_g_mol": 100.2, "smiles": "C=CCC.CC=O", "homo_lumo_gap_ev": 9.70}